1 | C3H7N | the ωB97M-V functional and the def2-TZVPD basis

Atoms and positions in Å:
N: -0.14861 -0.90677 1.52744
C: -0.08698 1.22952 -1.46902
C: 0.33845 0.70835 -0.30170
C: 0.09368 -0.77201 0.12124
H: 1.01431 -1.41966 -0.12013
H: 0.92406 1.29665 0.38563
H: -0.67705 -1.16318 -0.61568
H: -0.45126 -1.92526 1.59244
H: 0.04049 2.29208 -1.71021
H: -1.08139 -0.43618 1.72307
H: -0.79978 0.70778 -2.05025

Properties
* orbital gap: 10.700 eV
* spin multiplicity: 1
* SMILES string: C=CCN

These are the Mulliken partial charges, in e, on atoms 1 to 4: -0.64 -0.72 -0.10 -0.39

***

2 | C3H7N | the ωB97M-V functional and the def2-TZVPD basis

Atoms and positions in Å:
N: 1.60299 -0.18557 -0.80776
C: -0.34345 -0.12651 0.68253
C: 1.06964 -0.29045 0.35840
C: -1.30309 0.00094 -0.45925
H: 1.66749 -0.67066 1.21602
H: -0.72738 0.39494 -1.29367
H: -2.15641 0.62998 -0.25861
H: 2.12194 0.65284 -1.01544
H: -1.63719 -1.00192 -0.74099
H: 0.30762 0.86616 0.60040
H: -0.60215 -0.26974 1.71838

Properties
* orbital gap: 8.822 eV
* spin multiplicity: 1

These are the Mulliken partial charges, in e, on atoms 1 to 4: -0.68 -0.36 -0.03 -0.94

***

Relative energy table, unit kcal/mol: 1 0.0; 2 50.1

***

1 | C2H4N2O2 | the ωB97M-V functional and the def2-TZVPD basis

Atoms and positions in Å:
O: -0.32501 -1.82794 1.02100
O: 2.23043 -0.39709 0.45220
N: 0.92636 -0.29508 -0.09945
N: 1.62034 0.80812 0.19044
C: -1.41142 0.08042 -0.01456
C: -0.27309 -0.78643 0.44075
H: -1.76300 -0.29743 -0.97183
H: 2.31443 1.59035 -1.58698
H: -2.22314 0.01139 0.70438
H: -1.09590 1.11369 -0.13595

Properties
* orbital gap (spin up / spin down): 9.597 / 9.706 eV
* spin multiplicity: 1

These are the Mulliken partial charges, in e, on atoms 1 to 4: -0.49 -0.19 0.39 -0.35

***

2 | C2H4N2O2 | the ωB97M-V functional and the def2-TZVPD basis

Atoms and positions in Å:
O: 2.32196 0.11020 0.04399
O: -1.02267 1.70112 0.21150
N: -1.41570 -0.58623 -0.14661
N: -1.31739 -1.86168 0.24438
C: -1.11921 0.55256 0.04231
C: 1.82182 1.21352 -0.01331
H: -0.35409 -2.23866 0.15847
H: 1.29777 1.45866 -0.90118
H: 1.64421 1.94023 0.78301
H: -1.85669 -2.28973 -0.42255

Properties
* orbital gap: 10.052 eV
* spin multiplicity: 1
* SMILES string: NN=C=O.C=O

These are the Mulliken partial charges, in e, on atoms 1 to 4: -0.42 -0.49 0.01 -0.57

***

Relative energy table, unit kcal/mol: 1 128.7; 2 0.0